No. 1
{
  "formula": "C20H20ClN3O3",
  "method": "wB97M-V/def2-TZVPD",
  "lumo_ev": 0.433,
  "gap_ev": 8.1,
  "energy_ha": -1624.25158,
  "spin_multiplicity": 1,
  "relative_energy_ev": 4.4748,
  "smiles": "C[C@@H]1C=C2OCOC2=C(CCn2nccc2C(=O)Nc2ccc(Cl)cc2)C1",
  "species": ["Cl", "O", "O", "O", "N", "N", "N", "C", "C", "C", "C", "C", "C", "C", "C", "C", "C", "C", "C", "C", "C", "C", "C", "C", "C", "C", "C", "H", "H", "H", "H", "H", "H", "H", "H", "H", "H", "H", "H", "H", "H", "H", "H", "H", "H", "H", "H"],
  "positions_angstrom": [[4.720, 1.576, 6.933], [-0.861, -0.488, -6.111], [0.456, 0.186, 1.551], [-2.278, 0.063, -4.300], [-2.190, 0.934, 0.461], [-3.475, 1.348, 0.365], [-0.238, 0.747, 3.674], [-0.365, -0.967, -4.921], [-1.747, 0.900, 1.789], [0.619, -1.425, -2.288], [0.896, 1.518, 5.598], [-1.714, -0.670, -1.345], [0.978, 0.828, 4.393], [-1.189, -0.595, -3.800], [0.763, -1.738, -4.783], [-3.896, 1.556, 1.574], [1.251, -2.265, -3.452], [3.373, 0.561, 4.772], [3.272, 1.257, 5.980], [-1.450, 0.723, -0.798], [2.027, 1.756, 6.414], [2.228, 0.324, 3.974], [-2.817, 1.332, 2.533], [2.755, -2.328, -3.405], [-0.788, -0.886, -2.538], [-0.425, 0.520, 2.325], [-2.004, 0.293, -5.702], [-4.863, 1.957, 1.858], [-1.740, 1.318, -5.875], [-1.481, -1.435, -0.633], [1.275, -2.056, -5.687], [0.923, -3.308, -3.377], [-1.109, 1.050, 4.142], [2.316, -0.221, 3.051], [1.948, 2.311, 7.357], [3.065, -2.812, -2.418], [0.613, -2.103, -1.412], [3.184, -2.969, -4.186], [4.364, 0.208, 4.490], [-2.862, 0.058, -6.311], [1.290, -0.620, -1.998], [-1.840, 1.441, -1.548], [-0.389, 0.891, -0.670], [-2.758, -0.788, -1.641], [-2.912, 1.498, 3.598], [3.165, -1.331, -3.520], [-0.091, 1.850, 5.884]],
  "atomic_forces_ev_per_a": [[-0.554, -0.169, -0.336], [-1.000, -0.018, 1.320], [0.245, -0.393, 0.381], [-0.184, -0.107, -0.586], [0.687, 0.309, 0.605], [0.858, -0.455, -0.709], [-1.206, -0.288, -0.486], [3.265, -1.754, -0.100], [-1.661, 0.409, -0.235], [-0.017, -1.375, -0.119], [0.992, 0.080, 0.766], [0.752, 0.260, -1.234], [0.599, 0.031, -0.045], [1.285, -0.258, 0.863], [-1.641, 1.107, -0.888], [1.444, 0.315, 2.646], [-1.232, 0.570, -0.354], [-0.660, 0.072, 0.176], [-0.729, 0.374, -0.102], [-0.962, 0.042, -0.090], [-0.139, -0.502, -0.687], [0.176, 0.447, 0.712], [-1.765, 0.160, -1.039], [0.666, -0.789, 1.319], [-1.365, 0.119, -0.620], [1.044, 0.690, -0.918], [0.446, -0.187, 0.058], [0.021, -0.230, -0.548], [0.081, 0.753, 0.271], [0.093, -0.353, 0.714], [0.045, 0.084, 0.064], [-0.355, -0.006, 0.123], [1.282, -0.261, -0.172], [-0.010, -0.002, -0.106], [-0.001, -0.306, -0.515], [-0.168, 0.897, -1.132], [-0.207, 0.427, -0.213], [-0.275, 0.171, 0.021], [-0.366, -0.035, -0.185], [-0.346, -0.447, 0.030], [0.146, 0.363, -0.147], [0.197, -0.206, 0.660], [0.044, 0.044, 0.387], [0.041, 0.150, 0.042], [0.065, -0.147, -0.124], [0.320, 0.125, 0.210], [0.050, 0.289, 0.322]]
}

***

No. 2
{
  "formula": "C3H16O4S",
  "method": "wB97M-V/def2-TZVPD",
  "lumo_ev": 0.315,
  "gap_ev": 9.6,
  "energy_ha": -823.01591,
  "spin_multiplicity": 1,
  "relative_energy_ev": 1.2252,
  "smiles": "CCCS.O.O.O.O",
  "species": ["S", "O", "O", "O", "O", "C", "C", "C", "H", "H", "H", "H", "H", "H", "H", "H", "H", "H", "H", "H", "H", "H", "H", "H"],
  "positions_angstrom": [[1.874, 1.927, 0.397], [-1.755, 1.426, -2.421], [-0.464, -1.078, -2.714], [-2.299, -0.338, 2.124], [-3.136, -1.459, -1.054], [0.947, -1.676, 1.733], [1.783, -0.870, 0.743], [2.317, 0.444, 1.358], [-1.483, 0.179, 2.070], [0.224, -1.093, 2.292], [-2.648, 0.027, 2.947], [1.587, -2.283, 2.362], [-2.001, 1.550, -1.501], [-0.392, -1.191, -3.666], [-1.757, 0.475, -2.588], [-2.786, -1.216, -0.183], [2.599, -1.462, 0.312], [3.029, 2.187, -0.190], [-2.384, -1.454, -1.660], [1.863, 0.543, 2.328], [0.187, -0.471, -2.351], [1.285, -0.711, -0.218], [3.387, 0.402, 1.538], [0.314, -2.349, 1.145]],
  "atomic_forces_ev_per_a": [[-0.437, 0.053, 0.331], [0.130, 0.287, -0.222], [-0.676, -0.618, 0.399], [0.424, 0.592, 0.389], [0.101, 0.127, 0.139], [-0.234, -0.617, -1.383], [0.504, 0.098, -0.594], [0.005, -0.503, -0.706], [-0.014, -0.232, -0.413], [0.261, 0.268, 0.341], [-0.446, -0.319, -0.092], [-0.096, 0.057, 0.427], [-0.135, -0.165, 0.025], [0.474, 0.331, 0.111], [-0.062, 0.110, 0.237], [-0.078, -0.087, -0.240], [0.285, -0.175, 0.754], [0.460, -0.073, -0.150], [0.064, -0.081, 0.218], [-0.235, 0.333, 0.428], [0.173, 0.161, -0.555], [-0.696, 0.566, 0.489], [0.081, 0.137, -0.136], [0.148, -0.248, 0.203]]
}

***

No. 3
{
  "formula": "C18H22Cl6F12O8",
  "method": "wB97M-V/def2-TZVPD",
  "lumo_ev": 0.356,
  "gap_ev": 11.4,
  "energy_ha": -5260.59292,
  "spin_multiplicity": 1,
  "relative_energy_ev": 0.0000,
  "smiles": "CCOC(=O)C(F)(F)F.CCOC(=O)C(F)(F)F.CCOC(=O)C(F)(F)F.CCOC(=O)C(F)(F)F.ClC(Cl)Cl.ClC(Cl)Cl",
  "species": ["Cl", "Cl", "Cl", "Cl", "Cl", "Cl", "F", "F", "F", "F", "F", "F", "F", "F", "F", "F", "F", "F", "O", "O", "O", "O", "O", "O", "O", "O", "C", "C", "C", "C", "C", "C", "C", "C", "C", "C", "C", "C", "C", "C", "C", "C", "C", "C", "H", "H", "H", "H", "H", "H", "H", "H", "H", "H", "H", "H", "H", "H", "H", "H", "H", "H", "H", "H", "H", "H"],
  "positions_angstrom": [[0.054, -0.961, 0.006], [-2.647, -2.108, 0.292], [-1.739, -0.011, 2.069], [-4.496, 0.614, -1.522], [-6.496, 0.496, -3.620], [-6.194, 2.913, -2.038], [-2.090, -0.786, -6.107], [1.015, -1.640, 3.080], [-1.190, 3.346, 2.495], [-4.157, -1.350, -6.430], [-2.523, 5.037, 2.381], [0.400, -0.802, 4.971], [7.398, -0.665, 0.121], [-3.652, 0.076, -4.872], [8.019, -2.730, 0.287], [-3.325, 3.022, 2.521], [0.989, 0.524, 3.373], [8.065, -1.464, 2.031], [-2.655, 4.768, -0.146], [-2.020, 2.612, -0.059], [-3.838, -2.054, -3.445], [5.029, -1.316, 0.891], [-2.332, -3.102, -4.741], [5.770, -3.212, 1.831], [3.495, 0.082, 3.811], [3.008, -1.502, 5.325], [5.644, 0.895, 3.211], [-3.072, -2.205, -4.510], [2.699, -0.738, 4.467], [-6.092, 1.164, -2.039], [-2.512, 4.776, -1.582], [3.674, -1.781, 0.854], [7.386, -1.739, 0.909], [-3.913, -3.149, -2.561], [5.945, -2.177, 1.261], [1.252, -0.659, 3.947], [-3.249, -1.028, -5.492], [-1.064, 5.043, -1.991], [-1.620, -0.683, 0.439], [-2.360, 3.780, 2.002], [-5.240, -3.145, -1.811], [-2.345, 3.637, 0.460], [4.919, -0.103, 4.084], [3.254, -2.331, -0.511], [-5.243, -4.012, -1.154], [5.350, 0.707, 2.176], [5.059, -0.029, 5.158], [5.286, 1.922, 3.343], [-2.850, 3.861, -2.061], [-0.552, 5.729, -1.321], [-3.143, 5.610, -1.884], [5.195, -1.099, 3.731], [-6.806, 0.784, -1.322], [4.034, -2.495, -1.252], [-3.784, -4.139, -3.003], [-2.030, 0.081, -0.210], [-6.077, -3.181, -2.513], [-5.399, -2.231, -1.236], [3.060, -0.884, 0.986], [6.718, 0.876, 3.366], [-1.012, 5.427, -3.010], [2.556, -1.626, -0.961], [-3.121, -3.140, -1.803], [3.405, -2.319, 1.763], [-0.544, 4.082, -2.027], [2.703, -3.268, -0.412]],
  "atomic_forces_ev_per_a": [[0.016, -0.229, -0.166], [0.293, -0.013, 0.266], [-0.078, -0.145, 0.004], [0.037, 0.110, 0.026], [-0.088, 0.050, 0.063], [0.025, 0.244, -0.006], [-0.118, 0.098, 0.026], [0.119, -0.094, -0.271], [-0.115, 0.062, -0.111], [0.061, 0.072, 0.182], [-0.194, 0.222, 0.231], [0.137, -0.056, -0.148], [0.168, 0.081, 0.031], [0.042, 0.201, -0.114], [-0.027, -0.053, -0.096], [-0.199, 0.062, 0.061], [0.181, -0.319, -0.086], [-0.073, 0.124, -0.026], [-0.056, -0.402, 0.113], [-0.021, -0.388, -0.178], [-0.222, 0.199, -0.427], [0.077, 0.334, -0.602], [0.414, -0.623, -0.191], [-0.071, -0.317, 0.063], [0.268, -0.065, -0.221], [0.110, -0.406, 0.403], [-0.805, 0.744, -0.127], [-0.112, 0.454, 0.054], [-0.042, 0.073, -0.281], [0.027, -0.328, -0.031], [0.386, 1.001, -0.629], [-1.328, 1.201, 0.197], [-0.180, 0.175, 0.058], [-0.253, -1.488, 1.943], [0.356, -0.535, 0.294], [-0.496, 0.679, 0.653], [0.108, -0.201, -0.090], [-0.085, -0.780, -0.140], [-0.418, 0.648, 0.417], [0.349, -0.262, -0.195], [-0.064, 0.587, -0.615], [0.296, 0.248, 0.053], [-0.076, 0.108, -0.605], [-0.533, -0.522, 0.090], [-0.196, -0.003, 0.063], [0.532, -0.287, 0.000], [0.224, 0.099, 0.004], [0.134, -0.096, 0.541], [-0.274, -0.138, 0.383], [-0.061, 0.051, 0.047], [-0.096, -0.130, 0.001], [-0.155, -0.153, 0.419], [-0.069, 0.006, 0.012], [0.370, 0.053, 0.347], [-0.079, 0.371, -0.853], [0.144, -0.011, -0.162], [0.035, -0.318, 0.044], [0.284, -0.099, 0.146], [0.497, 0.228, 0.025], [0.054, -0.162, -0.147], [-0.184, 0.164, 0.047], [0.091, 0.016, -0.123], [0.069, 0.518, -0.601], [0.489, -0.825, -0.393], [0.232, 0.184, 0.257], [0.139, -0.023, 0.072]]
}

***

no.,molecular weight (g/mol)
1,385.9
2,148.2
3,807.1